(1)
C2H13N2O2 | ωB97M-V/def2-TZVPD

calculated total energy	-9352.6734	eV
gap between HOMO and LUMO	0.3757	hartree
E_HOMO	-13.39	eV

```
! RIJCOSX wB97M-V def2-TZVPD def2/J DEFGRID3
* xyz 1 1
N -0.709 -0.900 -0.617
C -0.627 0.538 -1.101
C -1.360 1.456 -0.168
N -1.136 1.356 1.263
H -0.777 -1.470 -1.446
H 0.271 -1.168 -0.136
H -1.400 -1.104 0.098
H 0.525 0.903 -0.980
H -0.870 0.579 -2.214
H -1.123 2.481 -0.669
H -2.520 1.464 -0.268
H -0.319 1.762 1.594
H -1.993 1.576 1.816
H 2.891 0.425 -1.210
H 2.664 -0.461 -0.116
O 2.315 -0.422 -1.092
H 0.953 -2.351 2.457
H 2.056 -2.353 1.304
O 1.159 -2.311 1.485
*
```

natural (NBO) atomic charge list, values in e, 6 entries:
1 N -0.7210
2 C -0.2556
3 C -0.2619
4 N -0.8665
5 H 0.4388
6 H 0.4956

***

(2)
C37H37CsF4N5PS2Se4 | ωB97M-V/def2-TZVPD

calculated total energy	-350185.5390	eV
gap between HOMO and LUMO (alpha / beta)	0.0989 / 0.1080	hartree
E_HOMO (alpha / beta)	-1.62 / -1.62	eV

```
! RIJCOSX wB97M-V def2-TZVPD def2/J DEFGRID3
* xyz -2 1
Cs -1.867 2.056 -0.963
Se 3.738 2.058 -2.038
Se 3.172 3.025 -0.135
Se 2.203 5.139 -0.601
Se 1.912 5.248 -2.776
S -4.722 3.238 -2.200
C -5.151 1.635 -1.880
N -4.348 0.637 -1.577
C -5.020 -0.551 -1.367
C -4.424 -1.766 -1.020
C -5.218 -2.886 -0.833
C -6.603 -2.820 -0.988
C -7.213 -1.618 -1.329
C -6.418 -0.496 -1.516
S -6.870 1.133 -1.923
H -3.347 -1.802 -0.890
H -4.763 -3.831 -0.557
H -7.206 -3.706 -0.831
H -8.288 -1.556 -1.440
F 0.589 4.339 1.920
C 0.573 5.022 3.101
C 1.542 5.993 3.257
F 2.395 6.159 2.216
C 1.687 6.776 4.400
C 0.729 6.449 5.364
C -0.235 5.469 5.205
F -1.067 5.267 6.244
C -0.374 4.691 4.057
C -1.367 3.621 3.879
C -1.410 2.829 2.729
N -1.448 2.121 1.800
C -2.335 3.253 4.850
N -3.158 2.909 5.591
F 0.729 7.107 6.540
C 2.717 7.795 4.569
C 2.870 8.571 5.745
N 3.055 9.240 6.676
C 3.676 8.100 3.572
N 4.485 8.394 2.792
C -0.946 -5.720 -1.019
C -0.581 -5.087 0.336
C -0.480 -3.555 0.250
C 0.078 -3.123 -1.110
C -0.933 -3.508 -2.221
C -1.769 -4.746 -1.855
P 0.367 -1.291 -1.151
C 1.446 -1.042 -2.647
C 2.614 -2.029 -2.904
C 2.391 -2.878 -4.156
C 2.247 -2.012 -5.419
C 1.541 -0.676 -5.118
C 0.605 -0.826 -3.919
C 1.565 -0.908 0.222
C 2.681 -1.919 0.555
C 3.159 -1.771 2.010
C 3.194 -0.298 2.413
C 1.767 0.294 2.434
C 0.819 -0.474 1.501
H -1.491 -6.654 -0.867
H -0.035 -5.975 -1.572
H 0.371 -5.495 0.686
H -1.331 -5.355 1.085
H 0.142 -3.188 1.064
H -1.466 -3.099 0.384
H 1.023 -3.650 -1.280
H -0.395 -3.703 -3.151
H -1.606 -2.668 -2.417
H -2.132 -5.228 -2.765
H -2.655 -4.445 -1.288
H 1.889 -0.067 -2.419
H 2.777 -2.682 -2.047
H 3.540 -1.455 -3.031
H 1.490 -3.481 -4.019
H 3.216 -3.583 -4.278
H 1.679 -2.567 -6.170
H 3.233 -1.819 -5.851
H 0.999 -0.327 -5.999
H 2.281 0.094 -4.876
H -0.077 -1.664 -4.092
H -0.015 0.063 -3.794
H 2.044 0.002 -0.162
H 3.530 -1.743 -0.111
H 2.352 -2.949 0.387
H 4.144 -2.231 2.122
H 2.483 -2.307 2.685
H 3.815 0.245 1.692
H 3.668 -0.178 3.387
H 1.795 1.341 2.124
H 1.363 0.286 3.447
H -0.038 0.157 1.263
H 0.421 -1.350 2.018
*
```

Löwdin atomic charge list, values in e, 6 entries:
1 Cs 0.7887
2 Se 0.0829
3 Se 0.0254
4 Se 0.0735
5 Se 0.0779
6 S 0.3251

***

(3)
C3H6N2O | ωB97M-V/def2-TZVPD

calculated total energy	-8233.5817	eV
gap between HOMO and LUMO	0.3286	hartree
E_HOMO	-7.94	eV

```
! RIJCOSX wB97M-V def2-TZVPD def2/J DEFGRID3
* xyz 0 1
C -0.143 0.212 0.058
C 0.992 -1.331 -1.037
C 0.641 0.752 1.166
N -1.343 0.222 -0.275
N 0.040 -1.984 -1.619
O 2.141 -1.455 -0.856
H 1.225 1.614 1.006
H 1.468 -0.002 1.148
H 0.238 0.679 2.169
H -1.998 1.005 0.179
H -0.914 -1.664 -1.512
H 0.306 -2.554 -2.440
*
```

natural (NBO) atomic charge list, values in e, 6 entries:
1 C 0.2437
2 C 0.7169
3 C -0.7565
4 N -0.7102
5 N -0.8344
6 O -0.5708

***

(4)
C6H6O | ωB97M-V/def2-TZVPD

calculated total energy	-8359.5469	eV
gap between HOMO and LUMO	0.3080	hartree
E_HOMO	-8.64	eV

```
! RIJCOSX wB97M-V def2-TZVPD def2/J DEFGRID3
* xyz 0 1
C -0.074 0.617 1.138
C 1.106 0.550 0.175
C 0.722 -0.202 -1.173
C -0.666 -0.715 -0.901
C -1.129 -0.383 0.481
C 1.379 1.175 -1.097
O -1.852 -0.012 -0.602
H 0.306 0.306 2.176
H -0.342 1.628 1.254
H 2.107 0.624 0.602
H 1.137 -0.964 -1.761
H -1.001 -1.538 -1.493
H -1.693 -1.087 1.202
*
```

natural (NBO) atomic charge list, values in e, 6 entries:
1 C -0.4320
2 C -0.3628
3 C -0.4122
4 C 0.0506
5 C 0.0820
6 C 0.1885

***

(5)
C3H3OTl | ωB97M-V/def2-TZVPD

calculated total energy	-9895.0595	eV
gap between HOMO and LUMO (alpha / beta)	0.2282 / 0.2392	hartree
E_HOMO (alpha / beta)	-2.61 / -2.96	eV

```
! RIJCOSX wB97M-V def2-TZVPD def2/J DEFGRID3
* xyz -1 2
C -0.848 -0.528 0.356
C -0.203 -0.264 -1.037
C 0.550 -0.288 0.249
H -0.294 0.681 -1.597
H -0.176 -1.115 -1.740
H 1.358 -1.007 0.463
O 0.854 1.325 1.343
Tl -1.242 1.195 1.963
*
```

Löwdin atomic charge list, values in e, 6 entries:
1 C -0.3218
2 C -0.2846
3 C -0.3865
4 H 0.0583
5 H 0.0544
6 H 0.0850

***

(6)
C15H30B3F3O9 | ωB97M-V/def2-TZVPD

SMILES	FC(F)(F)CCB1OBOBO1.CCOC(C)=O.CCOC(C)=O.CCOC(C)=O
calculated total energy	-44658.3683	eV
gap between HOMO and LUMO	0.3740	hartree
E_HOMO	-9.82	eV

```
! RIJCOSX wB97M-V def2-TZVPD def2/J DEFGRID3
* xyz 0 1
F 6.482 -3.333 1.648
C 5.982 -2.161 2.092
F 4.868 -2.477 2.809
F 6.864 -1.668 2.957
C 5.681 -1.214 0.957
C 4.477 -1.674 0.126
B 3.097 -1.427 0.821
O 2.003 -2.256 0.561
B 1.354 -2.638 1.723
O 1.062 -1.650 2.659
B 2.119 -0.764 2.859
O 2.921 -0.432 1.782
H 6.584 -1.173 0.333
H 5.533 -0.201 1.353
H 4.550 -2.735 -0.142
H 4.478 -1.112 -0.823
H 1.138 -3.783 1.959
H 2.331 -0.345 3.950
C -2.705 -1.348 2.542
C -2.293 -0.228 1.614
O -3.420 0.442 1.034
C -4.073 1.443 1.653
C -3.762 1.767 3.096
O -4.932 2.024 1.044
H -3.262 -0.975 3.403
H -1.822 -1.872 2.908
H -3.342 -2.057 2.015
H -1.631 0.487 2.102
H -1.750 -0.628 0.759
H -4.463 1.218 3.725
H -3.932 2.830 3.243
H -2.751 1.523 3.408
C -7.939 2.001 -0.034
C -7.758 3.494 -0.175
O -8.351 4.008 -1.378
C -9.654 4.337 -1.469
C -10.599 3.974 -0.345
O -10.044 4.873 -2.472
H -8.990 1.720 0.047
H -7.411 1.651 0.851
H -7.521 1.492 -0.903
H -8.134 4.037 0.694
H -6.701 3.731 -0.267
H -11.053 3.012 -0.583
H -11.384 4.725 -0.316
H -10.136 3.907 0.634
C 6.308 -2.695 -4.909
C 6.928 -1.332 -5.130
O 6.402 -0.347 -4.232
C 6.884 -0.163 -2.987
C 7.871 -1.150 -2.407
O 6.460 0.754 -2.336
H 6.541 -3.089 -3.920
H 6.678 -3.401 -5.653
H 5.223 -2.633 -5.001
H 8.016 -1.362 -5.071
H 6.672 -0.955 -6.119
H 7.298 -1.887 -1.843
H 8.516 -0.611 -1.719
H 8.494 -1.672 -3.127
*
```

natural (NBO) atomic charge list, values in e, 6 entries:
1 F -0.3337
2 C 0.9789
3 F -0.3463
4 F -0.3172
5 C -0.4756
6 C -0.8030

***

(7)
C22H24F6IrN2O3S | ωB97M-V/def2-TZVPD

calculated total energy	-62296.6295	eV
gap between HOMO and LUMO (alpha / beta)	0.2881 / 0.1783	hartree
E_HOMO (alpha / beta)	-10.62 / -11.77	eV

```
! RIJCOSX wB97M-V def2-TZVPD def2/J DEFGRID3
* xyz 1 5
Ir -0.092 -0.481 0.117
C -1.103 2.667 3.156
C -1.493 3.158 1.791
C -2.520 4.039 1.642
C -2.970 4.435 0.366
C -2.398 3.915 -0.801
C -1.369 3.020 -0.738
C -0.759 2.454 -1.977
C -0.843 2.666 0.582
N 0.198 1.821 0.623
C 1.274 1.877 1.448
C 1.800 3.189 1.945
C 2.016 0.694 1.679
C 3.153 0.729 2.651
N 1.678 -0.443 1.036
C 2.611 -1.537 0.949
C 2.192 -2.786 1.415
C 0.799 -3.003 1.952
C 3.089 -3.840 1.390
C 4.373 -3.666 0.896
C 4.755 -2.435 0.401
C 3.883 -1.350 0.406
C 4.358 -0.062 -0.230
H -1.957 2.748 3.826
H -0.295 3.260 3.586
H -0.789 1.624 3.132
H -3.024 4.413 2.524
H -3.792 5.136 0.288
H -2.771 4.224 -1.768
H -1.032 3.052 -2.843
H -1.130 1.441 -2.149
H 0.326 2.393 -1.908
H 1.117 4.003 1.710
H 2.759 3.415 1.473
H 1.972 3.163 3.022
H 2.761 0.973 3.642
H 3.883 1.498 2.392
H 3.663 -0.226 2.708
H 0.597 -2.398 2.839
H 0.647 -4.049 2.209
H 0.025 -2.767 1.207
H 2.778 -4.810 1.758
H 5.067 -4.497 0.883
H 5.747 -2.301 -0.013
H 4.539 -0.233 -1.292
H 5.301 0.263 0.213
H 3.643 0.755 -0.165
F -3.940 -1.869 2.417
C -3.587 -1.837 1.144
F -4.648 -1.937 0.368
F -2.741 -2.832 0.887
S -2.721 -0.242 0.827
O -1.576 -0.275 1.774
O -3.646 0.825 0.964
O -2.109 -0.430 -0.541
F 1.860 0.113 -1.867
C 0.879 -0.787 -1.632
F 1.429 -2.005 -1.730
F 0.004 -0.672 -2.657
*
```

natural (NBO) atomic charge list, values in e, 6 entries:
1 Ir 1.2589
2 C -0.6581
3 C -0.0226
4 C -0.1915
5 C -0.0274
6 C -0.2252

***

(8)
C31H32F5NO2S2Si2Ti | ωB97M-V/def2-TZVPD

calculated total energy	-112384.2128	eV
gap between HOMO and LUMO (alpha / beta)	0.2781 / 0.2760	hartree
E_HOMO (alpha / beta)	-4.99 / -4.94	eV

```
! RIJCOSX wB97M-V def2-TZVPD def2/J DEFGRID3
* xyz -1 2
Ti -0.008 0.764 0.148
C 0.974 0.772 -2.899
Si 2.361 0.065 -1.852
C 3.801 1.261 -1.864
C 3.033 -1.534 -2.557
N 1.611 -0.235 -0.311
C 2.260 -0.933 0.733
C 3.260 -0.313 1.493
C 3.876 -0.953 2.556
C 3.510 -2.251 2.892
C 2.546 -2.895 2.134
C 1.949 -2.256 1.057
O 0.979 -2.934 0.338
C 1.407 -3.719 -0.706
C 0.480 -3.948 -1.717
C 0.821 -4.748 -2.793
C 2.088 -5.313 -2.879
C 3.006 -5.068 -1.871
C 2.676 -4.278 -0.777
H 1.177 0.627 -3.963
H 0.848 1.847 -2.738
H 0.007 0.291 -2.707
H 4.144 1.362 -2.898
H 4.637 0.879 -1.275
H 3.553 2.250 -1.482
H 3.625 -1.333 -3.453
H 2.252 -2.251 -2.812
H 3.693 -2.015 -1.830
H 3.526 0.706 1.243
H 4.622 -0.422 3.131
H 3.964 -2.757 3.733
H 2.226 -3.905 2.370
H -0.490 -3.480 -1.639
H 0.095 -4.918 -3.578
H 2.356 -5.932 -3.725
H 4.001 -5.493 -1.928
H 3.410 -4.082 -0.008
C -0.156 0.790 3.338
O 0.370 1.399 2.142
C 1.488 2.268 2.201
S 2.226 2.536 3.642
S 1.827 2.817 0.654
H 0.487 -0.042 3.628
H -1.150 0.445 3.065
H -0.188 1.535 4.129
C -3.963 -1.668 4.314
C -4.677 -0.981 3.345
C -4.138 -0.785 2.079
C -2.871 -1.257 1.746
C -2.174 -1.957 2.740
C -2.703 -2.165 4.003
Si -1.974 -1.071 0.067
C -3.321 -0.767 -1.248
C -3.392 -1.636 -2.342
C -4.314 -1.460 -3.365
C -5.209 -0.403 -3.315
C -5.161 0.475 -2.241
C -4.226 0.298 -1.233
H -4.384 -1.818 5.301
H -5.665 -0.596 3.573
H -4.731 -0.259 1.341
H -1.187 -2.354 2.514
H -2.135 -2.712 4.746
H -1.677 -2.508 -0.196
H -2.720 -2.486 -2.389
H -4.338 -2.154 -4.197
H -5.933 -0.260 -4.108
H -5.847 1.313 -2.196
H -4.185 1.026 -0.432
F -2.002 2.243 -1.554
C -1.301 2.457 -0.377
F -2.183 2.075 0.669
C -1.247 3.981 -0.272
F -0.831 4.402 0.923
F -2.461 4.538 -0.475
F -0.427 4.483 -1.211
*
```

Löwdin atomic charge list, values in e, 6 entries:
1 Ti 0.7914
2 C -0.1604
3 Si 0.3815
4 C -0.1837
5 C -0.1490
6 N -0.2177